Computed, not measured: a structure of composition C23H35GaIN4OPSSi, with wB97M-V/def2-TZVPD.

energy = -120895.33916 eV
max |F| = 0.83 eV/Å
total charge = +2
Kohn-Sham gap = 8.799 eV
HOMO = -0.504 Eh
lowest unoccupied orbital energy = -4.927 eV
relative energy (zero: lowest compared OMol25 entry of this formula, charge and spin) = 0.5336 eV

Cartesian coordinates (Å):
1 I -4.7633 -4.2116 2.3765
2 Ga -1.1565 0.1583 0.1055
3 S -0.0220 -1.5100 -0.7063
4 P -0.1926 2.0860 1.0508
5 Si 2.6623 -3.7811 -1.0765
6 O -2.5880 1.3558 -0.7343
7 N -3.7204 2.3690 -2.3862
8 N -3.6177 -0.2279 1.6891
9 N 1.8391 0.3472 -0.4021
10 N -2.6199 -0.8264 1.0028
11 C -2.7609 1.5674 -1.9888
12 C 3.8419 -4.5239 0.1680
13 C 1.0836 1.6861 2.2438
14 C 3.9818 -1.3388 -0.7118
15 C 2.9707 2.3300 3.5880
16 C -3.9608 2.6571 -3.8029
17 C -2.8257 -2.1425 1.1268
18 C 2.0233 2.6409 2.6259
19 C 2.0430 0.1191 3.7965
20 C -4.4439 -1.1312 2.2244
21 C -1.4143 3.1054 1.9242
22 C 0.4279 3.1533 -0.2721
23 C -4.5494 3.1144 -1.4435
24 C 3.2652 -4.0215 -2.8262
25 C 2.6966 -1.8884 -0.7701
26 C 1.6779 -0.9512 -0.6161
27 C -3.9701 -2.3868 1.8802
28 C 0.9774 -4.5652 -0.8507
29 C 3.0843 0.8194 -0.3336
30 C -1.8854 0.9013 -3.0097
31 C 1.0964 0.4255 2.8329
32 C 2.9804 1.0708 4.1716
33 C 4.1935 0.0137 -0.4963
34 H -0.8851 3.9296 2.4058
35 H 2.6071 -3.5230 -3.5397
36 H -3.8257 1.7659 -4.4071
37 H -4.4764 4.1784 -1.6713
38 H -2.1522 3.5086 1.2347
39 H -1.4262 1.6343 -3.6728
40 H 4.2707 -3.6231 -2.9654
41 H -4.9902 2.9885 -3.9057
42 H 1.1190 -5.6434 -0.9522
43 H 4.8569 -4.1385 0.0767
44 H -3.2976 3.4481 -4.1535
45 H -2.1531 -2.8521 0.6743
46 H -0.4165 3.6597 -0.7412
47 H 3.2935 -5.0806 -3.0840
48 H 5.1888 0.4309 -0.4560
49 H 3.7003 3.0709 3.8821
50 H 4.8443 -1.9818 -0.8344
51 H -5.3011 -0.8282 2.8004
52 H -4.2031 2.9482 -0.4294
53 H 1.0798 3.9158 0.1546
54 H -5.5876 2.8034 -1.5429
55 H 0.5535 -4.3812 0.1367
56 H 2.0526 -0.8630 4.2473
57 H -1.9085 2.5249 2.7038
58 H 3.5018 -4.3362 1.1878
59 H -3.6843 0.7787 1.7065
60 H 3.1891 1.8815 -0.1431
61 H 0.9746 2.5675 -1.0047
62 H -2.4685 0.2212 -3.6308
63 H 2.0321 3.6293 2.1830
64 H 0.2590 -4.2597 -1.6102
65 H 3.7211 0.8323 4.9215
66 H 3.8970 -5.6041 0.0305
67 H -1.1027 0.3243 -2.5200
68 H 0.3833 -0.3413 2.5389

Forces on the atoms, in the same order (eV/Å):
-0.041 -0.062 0.022
-0.248 0.583 -0.054
-0.081 -0.385 -0.288
0.036 -0.148 0.182
-0.044 -0.088 -0.020
0.664 -0.452 -0.196
0.104 0.081 0.015
0.122 0.100 -0.129
0.014 0.172 -0.012
-0.131 0.153 0.404
-0.044 -0.146 -0.010
-0.068 0.094 -0.028
-0.039 0.082 0.010
0.032 0.058 0.009
-0.006 -0.018 -0.014
-0.033 -0.017 -0.019
0.051 -0.029 -0.030
0.009 0.043 0.011
0.002 -0.005 -0.023
-0.034 -0.108 -0.021
0.106 0.004 0.095
-0.086 0.067 0.063
0.011 0.115 0.093
-0.059 0.052 0.068
0.228 -0.015 -0.006
-0.272 -0.030 0.043
-0.009 0.199 0.052
0.108 0.006 -0.051
0.044 -0.049 -0.036
-0.003 0.063 0.058
-0.028 -0.131 -0.003
0.003 0.015 -0.001
-0.078 0.006 0.004
-0.064 0.030 0.001
-0.013 0.006 -0.029
-0.007 0.021 -0.032
-0.026 -0.034 -0.034
-0.042 -0.007 -0.067
-0.017 0.033 0.004
0.034 0.022 0.001
0.000 0.003 -0.026
-0.006 -0.046 0.010
0.038 0.023 -0.007
-0.007 0.001 -0.009
0.068 0.013 -0.016
-0.006 -0.030 -0.003
-0.002 -0.051 0.009
0.021 0.004 0.015
0.017 0.018 0.007
0.021 -0.044 -0.007
-0.054 -0.034 0.041
-0.059 -0.039 -0.037
0.003 0.009 -0.016
-0.018 -0.016 0.027
-0.006 0.010 0.026
0.003 -0.020 0.022
0.039 0.003 0.026
0.004 -0.007 0.033
-0.086 -0.103 -0.017
0.006 0.027 -0.002
0.030 -0.020 0.016
-0.026 -0.036 0.008
-0.028 0.017 -0.008
-0.024 0.012 -0.009
0.021 -0.014 0.022
-0.023 -0.055 -0.018
-0.028 0.033 -0.098
0.007 0.059 -0.023

Charges computed using Löwdin, reported in e:
1 I 0.9883
2 Ga 0.2745
3 S 0.7860
4 P 0.8974
5 Si 0.5230
6 O -0.1015
7 N -0.1112
8 N 0.0430
9 N -0.0086
10 N -0.0739
11 C -0.4065
12 C -0.1654
13 C -0.3911
14 C -0.0585
15 C -0.0462
16 C 0.0056
17 C -0.1446
18 C -0.0823
19 C -0.0461
20 C -0.0814
21 C -0.2018
22 C -0.1948
23 C 0.0102
24 C -0.1623
25 C -0.2223
26 C -0.6329
27 C -0.7472
28 C -0.2137
29 C -0.1271
30 C 0.0318
31 C -0.0969
32 C -0.0399
33 C -0.0253
34 H 0.0708
35 H 0.0381
36 H 0.0960
37 H 0.1115
38 H 0.0449
39 H 0.1123
40 H 0.0375
41 H 0.1058
42 H 0.0440
43 H 0.0320
44 H 0.1142
45 H 0.1055
46 H 0.0600
47 H 0.0429
48 H 0.1175
49 H 0.1197
50 H 0.1090
51 H 0.1415
52 H 0.0757
53 H 0.0627
54 H 0.1108
55 H 0.0201
56 H 0.1181
57 H 0.0575
58 H 0.0402
59 H 0.1606
60 H 0.1112
61 H 0.0398
62 H 0.1138
63 H 0.1081
64 H 0.0139
65 H 0.1202
66 H 0.0438
67 H 0.0299
68 H 0.0923

Computed, not measured: a structure of composition C7H10S at a distorted geometry, with wB97M-V/def2-TZVPD.

energy = -18250.70033 eV
max |F| = 6.58 eV/Å
Kohn-Sham gap = 8.676 eV
HOMO = -0.290 Eh
lowest unoccupied orbital energy = 0.797 eV
relative energy (zero: lowest compared OMol25 entry of this formula, charge and spin) = 5.5154 eV

Cartesian coordinates (Å):
1 S -1.7375 1.2500 0.7647
2 C -0.6603 0.8239 -0.5937
3 C 0.6274 0.1985 -0.3068
4 C 1.6227 0.2778 -1.5821
5 C 0.9481 0.4107 1.2059
6 C -2.0832 -0.3366 1.1482
7 C -1.3932 -1.2191 0.5412
8 C -0.6895 -0.7544 -0.6220
9 H 2.4048 -0.5350 -1.1446
10 H 1.3411 -0.8858 1.5665
11 H -0.4288 -1.4474 -1.4172
12 H 1.1378 0.1376 -2.5773
13 H -2.4960 -0.4508 2.2509
14 H 2.2534 1.3008 -1.5395
15 H -0.2531 0.8537 1.6105
16 H -0.7882 1.4049 -1.6203
17 H 1.7283 1.2228 1.4478
18 H -1.5338 -2.2515 0.8678

Forces on the atoms, in the same order (eV/Å):
-1.486 3.207 -1.783
-1.878 0.257 -3.793
-0.400 0.547 -0.240
2.298 0.127 4.061
0.111 -2.918 0.228
-2.532 1.014 5.992
0.271 -3.650 -1.225
3.447 1.421 0.143
-1.461 1.529 -2.211
-1.104 4.429 -0.404
-0.554 0.545 -0.357
0.511 -0.249 1.023
0.403 -0.057 -2.604
-1.670 -2.167 -0.224
4.437 -1.520 -0.048
0.028 -1.064 2.444
-0.958 -1.531 -0.519
0.536 0.080 -0.480

Charges computed using Löwdin, reported in e:
1 S 0.9511
2 C -0.4641
3 C -0.5154
4 C -0.0533
5 C -0.1097
6 C -0.4941
7 C -0.2183
8 C -0.1635
9 H 0.1110
10 H 0.1644
11 H 0.1280
12 H 0.0699
13 H 0.1359
14 H 0.1056
15 H 0.0124
16 H 0.1498
17 H 0.0666
18 H 0.1235

Computed, not measured: a cluster of 5 separate species, C27H69N5OP in total, with wB97M-V/def2-TZVPD.

energy = -47902.07908 eV
max |F| = 0.71 eV/Å
total charge = -1
Kohn-Sham gap = 5.198 eV
HOMO = -0.099 Eh
lowest unoccupied orbital energy = 2.517 eV

Cartesian coordinates (Å):
1 P -2.1882 -2.4047 -1.8748
2 O -5.1720 -3.0915 -1.7964
3 N -2.1659 6.2341 0.4598
4 N -0.2108 -0.6694 3.1189
5 N 1.8084 1.1292 -4.2500
6 N -1.3710 -1.2334 -1.1318
7 N 3.1100 -6.0488 2.2161
8 C -1.7171 7.3985 -0.2751
9 C 2.6284 -7.2265 -0.0076
10 C -1.1730 -1.2540 4.0320
11 C 1.7377 -1.5136 4.3631
12 C -2.8430 8.1066 -1.0134
13 C -0.7317 0.3201 2.1947
14 C -4.3980 -3.6309 -0.7250
15 C -2.8994 -3.7055 -1.0013
16 C 2.5312 -4.7669 1.8452
17 C 0.1532 5.2010 0.7933
18 C -1.1670 5.7166 1.3794
19 C 2.4477 3.4659 -3.4164
20 C 5.3932 -5.7180 1.0993
21 C -1.1091 1.7065 2.7343
22 C -2.1517 4.5301 -1.4633
23 C 2.8540 2.0460 -3.8442
24 C 1.0185 -4.7251 1.9842
25 C -1.5785 -0.4370 5.2690
26 C 2.5620 -7.2026 1.5263
27 C 0.0589 1.3834 -2.3904
28 C 1.7835 1.9422 -6.5930
29 C -2.8775 5.2259 -0.3070
30 C 4.5520 -6.0125 2.3496
31 C 0.9824 1.5767 -5.3511
32 C -5.6439 -1.7928 -1.5879
33 C 1.0441 0.5127 -3.1673
34 C 1.0744 -0.3247 3.6882
35 H -5.0600 -1.2642 -0.8321
36 H 1.7932 -2.3570 3.6742
37 H -4.6329 -3.0678 0.1930
38 H -0.5835 0.7344 -1.7860
39 H 1.2046 -1.8402 5.2568
40 H -4.7900 -4.6409 -0.5530
41 H -3.2503 7.4974 -1.8204
42 H -2.4683 9.0292 -1.4592
43 H 2.7546 -1.2615 4.6699
44 H -0.5831 1.9710 -3.0525
45 H -6.6988 -1.7940 -1.2941
46 H 1.1039 2.1659 -7.4171
47 H 3.5690 2.1328 -4.6680
48 H 3.0563 -8.0928 1.9257
49 H 1.7192 3.9031 -4.1010
50 H -1.2873 8.0933 0.4521
51 H 6.4218 -5.4973 1.3937
52 H 1.5153 -7.3018 1.8213
53 H 3.4114 1.5710 -3.0332
54 H 0.4917 -0.3273 -3.5960
55 H 1.9423 -7.9833 -0.3920
56 H 5.4277 -6.5681 0.4189
57 H 4.8762 -6.9651 2.7797
58 H -2.8789 4.0150 -2.0927
59 H 0.3100 0.7530 -5.6024
60 H 2.9656 -4.0149 2.5101
61 H -0.9358 6.5104 2.0984
62 H -1.5992 -0.1080 1.6889
63 H 4.7853 -5.2534 3.1034
64 H -0.3229 2.1366 3.3588
65 H 0.5967 5.9078 0.0912
66 H -3.1844 -1.8743 -2.7163
67 H 0.6580 -3.7141 1.7893
68 H 0.7115 -5.0090 2.9926
69 H -0.7786 -2.2149 4.3721
70 H -1.4455 -1.4458 -0.1427
71 H -1.6348 4.9202 1.9640
72 H -3.7959 5.6828 -0.6846
73 H 5.0171 -4.8545 0.5508
74 H 0.3363 2.4302 -5.0842
75 H -1.5988 5.2226 -2.1014
76 H -2.3747 -3.7425 -0.0417
77 H -3.2126 4.4590 0.3958
78 H -1.4635 3.7696 -1.0987
79 H -0.9148 7.1683 -0.9961
80 H -3.6539 8.3605 -0.3294
81 H -2.2788 0.3607 5.0249
82 H 3.6234 -7.4750 -0.3755
83 H 1.0315 0.5204 4.3984
84 H 2.4270 1.1144 -6.8946
85 H 0.0306 4.2441 0.2878
86 H -0.7142 0.0091 5.7641
87 H -2.0644 -1.5048 3.4533
88 H 0.5696 2.0685 -1.7081
89 H 2.4067 2.8240 -6.4373
90 H -2.0700 -1.0892 5.9945
91 H -1.2527 2.3726 1.8801
92 H 1.7511 0.0637 -2.4663
93 H 0.0137 0.4543 1.4063
94 H 0.5206 -5.3820 1.2715
95 H 0.8764 5.0466 1.5970
96 H 1.7122 0.0013 2.8623
97 H 2.0244 3.4886 -2.4139
98 H -2.0391 1.7045 3.3033
99 H 2.3320 -6.2715 -0.4416
100 H -1.3297 -2.9539 -2.8549
101 H 3.3269 4.1156 -3.4152
102 H 2.7962 -4.4620 0.8205
103 H -5.5541 -1.2285 -2.5197

Forces on the atoms, in the same order (eV/Å):
0.247 -0.028 0.398
-0.083 -0.095 -0.093
0.088 -0.051 0.150
-0.077 0.116 0.047
0.058 -0.071 0.013
0.005 -0.102 -0.070
0.039 0.005 0.032
-0.012 0.005 -0.174
0.026 -0.072 0.027
-0.055 -0.144 0.098
0.169 -0.051 0.080
0.021 0.048 -0.013
-0.060 0.049 -0.241
0.268 -0.445 0.161
-0.516 0.487 0.063
-0.090 0.053 -0.076
0.027 -0.109 0.079
0.095 0.008 0.165
0.100 0.008 0.057
0.055 -0.047 0.031
0.025 0.022 -0.069
0.000 -0.087 0.030
0.111 0.103 -0.027
-0.029 0.068 -0.001
-0.066 -0.044 -0.020
-0.127 -0.144 -0.061
-0.046 0.124 0.188
-0.038 0.006 -0.026
-0.260 -0.071 -0.113
0.125 0.017 0.076
-0.011 0.077 -0.050
0.114 0.103 -0.157
-0.129 -0.100 0.075
0.034 -0.067 0.027
0.047 0.060 0.084
-0.054 -0.015 -0.005
-0.116 0.118 0.021
0.053 -0.087 -0.107
-0.030 0.021 0.006
-0.079 -0.027 -0.027
0.000 -0.008 -0.003
0.002 0.007 -0.002
-0.002 0.047 -0.010
0.037 0.022 -0.022
-0.099 0.006 0.130
-0.004 -0.003 -0.007
-0.034 0.009 -0.034
0.069 0.025 0.004
-0.009 -0.011 -0.018
0.047 -0.032 0.028
0.002 0.002 0.012
-0.013 0.065 -0.003
-0.057 -0.021 0.048
-0.022 0.017 -0.019
-0.012 0.000 0.005
-0.049 0.019 -0.024
-0.028 -0.032 -0.028
-0.018 -0.004 -0.006
-0.038 -0.006 0.055
0.071 -0.012 -0.004
-0.022 0.070 -0.070
-0.009 -0.032 0.015
-0.038 0.042 -0.020
0.009 -0.007 0.004
-0.026 0.017 -0.019
-0.064 -0.107 -0.297
-0.011 0.012 -0.015
0.022 -0.043 0.011
0.046 0.014 0.005
0.058 0.122 0.155
-0.007 -0.033 -0.036
0.044 0.032 -0.031
-0.022 0.006 0.000
-0.003 -0.016 -0.020
-0.005 0.045 0.049
0.182 -0.337 0.018
0.023 0.024 0.059
0.067 0.030 -0.097
-0.020 0.017 0.008
-0.019 -0.033 0.010
0.055 0.052 -0.015
0.021 0.066 -0.004
-0.015 -0.031 -0.006
0.028 -0.003 0.027
0.016 0.040 -0.048
0.024 -0.010 -0.008
-0.008 0.057 -0.042
0.034 0.079 -0.078
0.011 0.005 0.006
-0.005 -0.007 -0.003
-0.018 0.043 0.024
0.048 0.013 -0.010
0.040 -0.037 0.013
-0.021 0.007 -0.012
-0.019 0.005 0.028
-0.031 0.057 -0.023
-0.081 -0.014 -0.028
0.026 -0.048 0.038
-0.026 0.010 0.010
0.068 0.149 -0.229
0.007 -0.009 -0.008
-0.006 0.009 0.021
-0.021 0.009 -0.065

Atom charges from the Löwdin analysis, given in e for atoms 1 to 99:
1 P 0.5533
2 O -0.2531
3 N -0.2010
4 N -0.1935
5 N -0.2015
6 N -0.3382
7 N -0.2026
8 C -0.2807
9 C -0.0810
10 C -0.2459
11 C -0.0847
12 C -0.0959
13 C -0.2456
14 C -0.3896
15 C -0.4111
16 C -0.2715
17 C -0.0843
18 C -0.2496
19 C -0.0867
20 C -0.0887
21 C -0.0790
22 C -0.0757
23 C -0.2550
24 C -0.0853
25 C -0.0839
26 C -0.2507
27 C -0.1120
28 C -0.1003
29 C -0.2458
30 C -0.2586
31 C -0.2821
32 C -0.1743
33 C -0.2414
34 C -0.2730
35 H 0.0782
36 H 0.0540
37 H 0.0853
38 H 0.0116
39 H 0.0654
40 H 0.0819
41 H 0.0635
42 H 0.0684
43 H 0.0716
44 H 0.0603
45 H 0.0722
46 H 0.0669
47 H 0.0948
48 H 0.1097
49 H 0.0620
50 H 0.1151
51 H 0.0653
52 H 0.1005
53 H 0.1116
54 H 0.1056
55 H 0.0707
56 H 0.0523
57 H 0.1072
58 H 0.0764
59 H 0.1185
60 H 0.1020
61 H 0.1072
62 H 0.1016
63 H 0.1064
64 H 0.0657
65 H 0.0634
66 H -0.0310
67 H 0.0706
68 H 0.0789
69 H 0.0973
70 H -0.0971
71 H 0.1019
72 H 0.0983
73 H 0.0665
74 H 0.0993
75 H 0.0700
76 H -0.0086
77 H 0.1138
78 H 0.0446
79 H 0.1019
80 H 0.0770
81 H 0.0524
82 H 0.0507
83 H 0.1001
84 H 0.0757
85 H 0.0466
86 H 0.0624
87 H 0.1177
88 H 0.0435
89 H 0.0585
90 H 0.0670
91 H 0.0536
92 H 0.1101
93 H 0.1112
94 H 0.0685
95 H 0.0704
96 H 0.1184
97 H 0.0479
98 H 0.0562
99 H 0.0707

- What is the energy in the first record?
  -120895.33916 eV